Version A
The following is a quantum chemistry calculation of an isolated ion of composition C4H7INO and charge +1, from the Open Molecules 2025 dataset.

Properties
- Kohn-Sham gap: 9.48 eV
- HOMO: -14.15 eV
- 2S+1: 1
- LUMO level: -4.7 eV
- Net charge: +1

Each atom is followed by the atoms it is bonded to, with distances in Å.
Cartesian coordinates (Å):
1 I -3.58 0.28 0.01  N3 2.044
2 O -1.45 -1.96 0.16  C4 1.294, H13 0.972
3 N -1.54 0.24 -0.10  I1 2.044, C4 1.301, H11 1.023
4 C -0.82 -0.84 -0.01  O2 1.294, N3 1.301, C6 1.489
5 C 1.32 1.61 0.39  C7 1.321, H8 1.079, H14 1.076
6 C 0.66 -0.74 -0.08  C4 1.489, C7 1.511, H9 1.098, H10 1.095
7 C 1.11 0.65 -0.48  C5 1.321, C6 1.511, H12 1.080
8 H 1.22 1.46 1.46  C5 1.079
9 H 1.06 -0.99 0.91  C6 1.098
10 H 1.05 -1.49 -0.78  C6 1.095
11 H -1.04 1.12 -0.24  N3 1.023
12 H 1.25 0.81 -1.54  C7 1.080
13 H -0.89 -2.76 0.24  O2 0.972
14 H 1.65 2.59 0.08  C5 1.076

Atomic partial charges in e from the Mulliken method, atoms 1 to 6: I 0.338; O -0.449; N -0.579; C 0.829; C -0.620; C -0.489

Version B
The following is a quantum chemistry calculation of an isolated ion of composition C4H7INO and charge +1, from the Open Molecules 2025 dataset.

Properties
- Kohn-Sham gap (alpha / beta): 8.35 / 8.35 eV
- HOMO (alpha / beta): -12.71 / -12.71 eV
- 2S+1: 1
- LUMO level (alpha / beta): -4.4 / -4.4 eV
- Net charge: +1

Each atom is followed by the atoms it is bonded to, with distances in Å.
Cartesian coordinates (Å):
1 I 3.25 0.49 -3.09  C7 1.982
2 O 2.10 1.08 -0.47  C5 1.381, C7 1.303
3 N 0.42 -0.38 0.07  C4 1.402, C5 1.453, C6 1.485, H8 1.006
4 C 1.14 -1.05 -0.92  N3 1.402, C7 1.717, H9 1.036
5 C 1.35 0.60 0.59  O2 1.381, N3 1.453, H12 1.218, H14 1.023
6 C -0.70 0.26 -0.66  N3 1.485, H10 1.079, H11 1.172, H13 1.143
7 C 2.15 0.23 -1.46  I1 1.982, O2 1.303, C4 1.717
8 H 0.13 -1.01 0.81  N3 1.006
9 H 0.69 -1.48 -1.75  C4 1.036
10 H -0.21 0.78 -1.47  C6 1.079
11 H -1.26 1.03 0.02  C6 1.172
12 H 2.20 0.20 1.37  C5 1.218
13 H -1.47 -0.50 -1.03  C6 1.143
14 H 0.85 1.20 1.25  C5 1.023

Atomic partial charges in e from the Mulliken method, atoms 1 to 6: I 0.400; O -0.251; N 0.033; C -0.539; C -0.370; C -0.670

Energy ordering: version A at the bottom, the next structure 385.1 kJ/mol above.

Version A
The following is a quantum chemistry calculation of an isolated ion of composition C5H12N2O and charge +1, from the Open Molecules 2025 dataset.

Properties
- ⟨S²⟩: 0.76
- Kohn-Sham gap (alpha / beta): 10.92 / 5.77 eV
- HOMO (alpha / beta): -14.55 / -14.25 eV
- 2S+1: 2
- LUMO level (alpha / beta): -3.6 / -8.5 eV
- Net charge: +1

Each atom is followed by the atoms it is bonded to, with distances in Å.
Cartesian coordinates (Å):
1 O -2.43 0.15 -1.35  C8 1.184
2 N 1.68 -1.11 2.26  C6 1.440, H10 1.028, H20 1.028
3 N -0.24 -0.18 -0.81  C4 1.449, C7 1.431, C8 1.451
4 C 0.71 0.20 0.21  N3 1.449, C5 1.548, C6 1.597, H12 1.098
5 C 0.63 1.66 0.70  C4 1.548, H11 1.084, H13 1.088, H15 1.089
6 C 0.57 -0.89 1.37  N2 1.440, C4 1.597, H14 1.091, H16 1.094
7 C 0.17 -0.14 -2.18  N3 1.431, H9 1.093, H18 1.099, H19 1.091
8 C -1.63 0.12 -0.49  O1 1.184, N3 1.451, H17 1.091
9 H 1.00 -0.85 -2.25  C7 1.093
10 H 2.08 -0.22 2.60  N2 1.028
11 H 1.36 2.35 0.28  C5 1.084
12 H 1.73 0.05 -0.17  C4 1.098
13 H 0.71 1.55 1.78  C5 1.088
14 H 0.31 -1.79 0.82  C6 1.091
15 H -0.35 2.08 0.46  C5 1.089
16 H -0.28 -0.58 1.99  C6 1.094
17 H -1.86 0.38 0.55  C8 1.091
18 H 0.42 0.89 -2.48  C7 1.099
19 H -0.53 -0.44 -2.97  C7 1.091
20 H 2.50 -1.34 1.68  N2 1.028

Atomic partial charges in e from the Mulliken method, atoms 1 to 6: O -0.326; N -0.570; N 0.247; C -0.014; C -1.059; C -0.911

Version B
The following is a quantum chemistry calculation of an isolated ion of composition C5H12N2O and charge +1, from the Open Molecules 2025 dataset.

Properties
- ⟨S²⟩: 0.76
- Kohn-Sham gap (alpha / beta): 11.68 / 6.48 eV
- HOMO (alpha / beta): -14.95 / -14.80 eV
- 2S+1: 2
- LUMO level (alpha / beta): -3.3 / -8.3 eV
- Net charge: +1

Each atom is followed by the atoms it is bonded to, with distances in Å.
Cartesian coordinates (Å):
1 O -0.35 -0.75 -1.73  C7 1.212
2 N -0.86 0.37 0.13  C6 1.401, C7 1.422, H13 1.014
3 N 2.12 -0.39 0.06  C5 1.454, H14 1.025, H18 1.011
4 C -0.89 -0.50 2.42  C6 1.579, H11 1.082, H16 1.086, H20 1.097
5 C 1.32 -0.33 1.27  N3 1.454, C6 1.602, H10 1.088, H15 1.086
6 C -0.24 -0.56 0.98  N2 1.401, C4 1.579, C5 1.602, H19 1.094
7 C -0.72 0.32 -1.28  O1 1.212, N2 1.422, C8 1.496
8 C -0.52 1.58 -2.06  C7 1.496, H9 1.094, H12 1.089, H17 1.090
9 H -0.49 2.48 -1.43  C8 1.094
10 H 1.33 0.67 1.70  C5 1.088
11 H -0.87 -1.51 2.82  C4 1.082
12 H -1.21 1.82 -2.87  C8 1.089
13 H -1.20 1.23 0.55  N2 1.014
14 H 1.99 -1.33 -0.33  N3 1.025
15 H 1.68 -1.01 2.03  C5 1.086
16 H -1.83 0.02 2.58  C4 1.086
17 H 0.48 1.55 -2.49  C8 1.090
18 H 1.72 0.28 -0.58  N3 1.011
19 H -0.37 -1.53 0.48  C6 1.094
20 H -0.23 0.17 2.99  C4 1.097

Atomic partial charges in e from the Mulliken method, atoms 1 to 6: O -0.462; N -0.102; N -0.356; C -1.295; C -0.775; C 0.196

Energy ordering: version B at the bottom, the next structure 66.0 kJ/mol above.

Version A
The following is a quantum chemistry calculation of an isolated ion of composition C7H9N2O2 and charge -1, from the Open Molecules 2025 dataset.

Properties
- Kohn-Sham gap: 7.18 eV
- HOMO: -3.51 eV
- 2S+1: 1
- LUMO level: 3.7 eV
- Net charge: -1

Each atom is followed by the atoms it is bonded to, with distances in Å.
Cartesian coordinates (Å):
1 O 0.90 -2.91 0.11  C7 1.244
2 O 3.68 0.89 -0.43  C11 1.230
3 N 0.65 -0.61 0.50  N4 1.406, C7 1.451, C8 1.740
4 N 1.45 0.48 0.11  N3 1.406, C9 1.468, C11 1.438
5 C -0.92 0.41 -1.26  C8 1.281, H12 1.173, H17 1.152
6 C -1.82 -1.52 0.19  C8 1.513, H14 1.230, H19 1.123, H20 1.108
7 C 1.40 -1.77 0.05  O1 1.244, N3 1.451, C10 1.443
8 C -0.85 -0.51 -0.38  N3 1.740, C5 1.281, C6 1.513
9 C 1.41 1.78 0.79  N4 1.468, H13 1.050, H16 1.152, H18 1.124
10 C 2.71 -1.33 -0.35  C7 1.443, C11 1.400, H15 1.097
11 C 2.78 0.07 -0.25  O2 1.230, N4 1.438, C10 1.400
12 H -1.92 0.44 -1.88  C5 1.173
13 H 0.52 2.30 0.60  C9 1.050
14 H -2.43 -0.88 1.04  C6 1.230
15 H 3.44 -1.92 -0.92  C10 1.097
16 H 1.25 1.53 1.91  C9 1.152
17 H 0.04 1.03 -1.44  C5 1.152
18 H 2.25 2.27 0.24  C9 1.124
19 H -2.47 -1.80 -0.68  C6 1.123
20 H -1.27 -2.39 0.59  C6 1.108

Atomic partial charges in e from the Mulliken method, atoms 1 to 6: O -0.738; O -0.770; N -0.348; N 0.413; C -0.570; C -0.906

Version B
The following is a quantum chemistry calculation of an isolated ion of composition C7H9N2O2 and charge -1, from the Open Molecules 2025 dataset.

Properties
- Kohn-Sham gap: 7.09 eV
- HOMO: -3.46 eV
- 2S+1: 1
- LUMO level: 3.6 eV
- Net charge: -1

Each atom is followed by the atoms it is bonded to, with distances in Å.
Cartesian coordinates (Å):
1 O 0.28 2.56 -0.48  C11 1.251
2 O -1.22 -1.06 -3.08  C9 1.271
3 N -0.06 0.31 -0.11  N4 1.397, C8 1.518, C11 1.403
4 N -0.31 -0.79 -0.92  N3 1.397, C9 1.390, C10 1.434
5 C 0.63 1.51 2.05  C8 1.585, H12 1.097, H18 1.104, H20 1.117
6 C -0.53 1.06 -2.25  C9 1.399, C11 1.441, H16 1.075
7 C 1.48 -0.88 1.40  C8 1.317, H14 1.156, H17 1.081
8 C 0.76 0.20 1.17  N3 1.518, C5 1.585, C7 1.317
9 C -0.74 -0.32 -2.16  O2 1.271, N4 1.390, C6 1.399
10 C -1.01 -1.95 -0.44  N4 1.434, H13 1.053, H15 1.078, H19 1.001
11 C -0.08 1.45 -0.93  O1 1.251, N3 1.403, C6 1.441
12 H 0.97 2.33 1.41  C5 1.097
13 H -1.76 -2.22 -1.13  C10 1.053
14 H 2.19 -0.93 2.31  C7 1.156
15 H -1.51 -1.71 0.48  C10 1.078
16 H -1.08 1.66 -2.94  C6 1.075
17 H 1.63 -1.66 0.67  C7 1.081
18 H -0.41 1.78 2.31  C5 1.104
19 H -0.43 -2.76 -0.34  C10 1.001
20 H 1.20 1.41 3.00  C5 1.117

Atomic partial charges in e from the Mulliken method, atoms 1 to 6: O -0.781; O -0.792; N 0.302; N -0.067; C -1.115; C -1.195

Energy ordering: version B at the bottom, the next structure 102.4 kJ/mol above.

Version A
The following is a quantum chemistry calculation of a 2-piece molecular cluster, C2H4FPSi overall, from the Open Molecules 2025 dataset.

Properties
- Kohn-Sham gap: 8.07 eV
- HOMO: -8.37 eV
- 2S+1: 1
- LUMO level: -0.3 eV
- Net charge: 0

Each atom is followed by the atoms it is bonded to, with distances in Å.
Cartesian coordinates (Å):
1 P -2.30 -0.22 -0.37  F3 1.731, C4 1.880, C5 1.821
2 Si 1.84 -0.10 -0.60  H6 1.476, H7 1.454, H8 1.451
3 F -2.35 1.50 -0.54  P1 1.731
4 C -1.30 -0.23 1.22  P1 1.880, C5 1.281, H9 1.055
5 C -0.57 -0.20 0.17  P1 1.821, C4 1.281
6 H 1.90 1.19 -1.32  Si2 1.476
7 H 2.09 -0.23 0.82  Si2 1.454
8 H 2.02 -1.15 -1.59  Si2 1.451
9 H -1.31 -0.56 2.22  C4 1.055

Atomic partial charges in e from the Mulliken method, atoms 1 to 6: P 0.107; Si 0.482; F -0.361; C -0.231; C -0.251; H -0.037

Version B
The following is a quantum chemistry calculation of a 2-piece molecular cluster, C2H4FPSi overall, from the Open Molecules 2025 dataset.

Properties
- Kohn-Sham gap: 7.14 eV
- HOMO: -8.53 eV
- 2S+1: 1
- LUMO level: -1.4 eV
- Net charge: 0

Each atom is followed by the atoms it is bonded to, with distances in Å.
Cartesian coordinates (Å):
1 P 2.54 1.46 0.75  C4 1.774, C5 1.776
2 Si -1.01 -1.59 -0.18  F3 1.606, H6 1.369, H8 1.361, H9 1.395
3 F -2.22 -2.58 -0.54  Si2 1.606
4 C 1.12 2.31 0.10  P1 1.774, C5 1.316, H7 1.062
5 C 0.78 1.28 0.85  P1 1.776, C4 1.316
6 H -0.36 -2.18 0.86  Si2 1.369
7 H 0.96 3.13 -0.55  C4 1.062
8 H -1.52 -0.35 0.08  Si2 1.361
9 H -0.29 -1.48 -1.37  Si2 1.395

Atomic partial charges in e from the Mulliken method, atoms 1 to 6: P 0.091; Si 0.672; F -0.281; C -0.205; C -0.241; H -0.128

Energy ordering: version B at the bottom, the next structure 12.7 kJ/mol above.